No. 1
Molecular formula: C2H6IN3
Method: DFT, wB97M-V/def2-TZVPD

Last column: Löwdin charge in e.
Cartesian coordinates (Å):
1 C -0.76500 0.43680 0.11949  -0.0549
2 C 1.54967 -0.05188 -0.10771  -0.6071
3 N -1.54222 1.42898 -0.03592  0.2797
4 N -0.11966 -2.23823 -0.03492  0.2223
5 N 0.56831 0.77820 -0.00709  -0.0376
6 I 3.50314 -0.11726 -0.00660  1.3586
7 H -0.88723 -0.78411 0.18421  0.1394
8 H -2.58818 1.33648 0.02828  0.2130
9 H -1.18411 2.34799 -0.15335  0.1480
10 H 0.19623 -2.39950 0.91506  0.0446
11 H 0.44861 -2.61059 -0.77520  0.0372
12 H 0.82045 1.87314 -0.12625  0.2567

Values from the calculation:
LUMO level (alpha / beta)   -11.709 / -11.710 eV
Total charge   +2
HOMO level (alpha / beta)   -18.1 / -18.1 eV
Gap between HOMO and LUMO (alpha / beta)   6.418 / 6.417 eV

No. 2
Molecular formula: C2H6INS
Method: DFT, wB97M-V/def2-TZVPD

Last column: Löwdin charge in e.
Cartesian coordinates (Å):
1 C 0.47897 -1.69095 -1.56382  -0.3341
2 C -0.86229 1.98277 1.32166  -0.5648
3 N 1.22616 -0.72066 -0.86404  -0.6678
4 S -0.69626 0.48878 2.33132  0.2537
5 I 1.37677 -0.67969 1.03105  1.1107
6 H -0.02560 -1.14515 -2.28935  0.0464
7 H -0.11000 -2.31613 -0.96812  0.0347
8 H 1.12915 -2.44854 -2.05759  0.0876
9 H -0.03984 2.54425 1.59949  -0.0276
10 H -1.86047 2.44570 1.16437  0.0499
11 H -0.61658 1.53962 0.29503  0.0113

Values from the calculation:
LUMO level (alpha / beta)   -1.479 / -1.479 eV
HOMO level (alpha / beta)   -8.3 / -8.3 eV
Gap between HOMO and LUMO (alpha / beta)   6.804 / 6.803 eV

No. 3
Molecular formula: C2H6IO2
Method: DFT, wB97M-V/def2-TZVPD

Last column: Löwdin charge in e.
Cartesian coordinates (Å):
1 I 21.04080 -4.79105 -4.99873  -0.2738
2 C 22.42091 -4.38040 -8.50770  -0.2729
3 C 23.17270 -5.46724 -7.68732  -0.3104
4 O 23.73449 -4.86153 -6.53776  -0.2092
5 O 23.20225 -3.18260 -8.62936  -0.0926
6 H 21.53405 -4.11682 -7.93142  0.0414
7 H 22.05701 -4.83950 -9.42688  0.1050
8 H 23.92759 -5.77172 -8.41225  0.0976
9 H 22.61967 -6.36370 -7.40696  0.0882
10 H 23.01718 -4.81261 -5.90163  -0.2404
11 H 23.46854 -2.97473 -7.73076  0.0669

Values from the calculation:
LUMO level   3.760 eV
Total charge   -1
HOMO level   -4.0 eV
Gap between HOMO and LUMO   7.718 eV

No. 4
Molecular formula: C2H6IP
Method: DFT, wB97M-V/def2-TZVPD

Last column: Löwdin spin population.
Cartesian coordinates (Å):
1 C -0.94296 0.13666 0.50057  0.0792
2 C -0.48889 -0.51615 -0.72599  0.6157
3 P 1.24433 -0.74364 -1.22027  0.1061
4 I -1.04364 -3.12917 -0.72363  1.1129
5 H -1.96418 0.45036 0.51270  -0.0002
6 H -0.39047 1.02847 0.59113  0.0239
7 H -0.72733 -0.48626 1.42142  0.0149
8 H -1.15432 -0.29292 -1.65847  0.0075
9 H 1.67420 -1.22042 0.05055  0.0049
10 H 1.73655 0.43844 -0.88736  0.0350

Values from the calculation:
LUMO level (alpha / beta)   0.835 / -3.359 eV
<S²>   2.007
HOMO level (alpha / beta)   -7.1 / -9.6 eV
Gap between HOMO and LUMO (alpha / beta)   7.890 / 6.285 eV
Spin multiplicity   3

No. 5
Molecular formula: C2H6N2
Method: DFT, wB97M-V/def2-TZVPD

Last column: Löwdin charge in e.
Cartesian coordinates (Å):
1 H -2.56846 -0.07463 0.32199  0.0268
2 N -1.70247 0.30309 0.69345  0.0350
3 C -0.69892 -0.28467 0.16566  -0.3500
4 N 0.47925 0.38405 -0.03507  -0.0687
5 C 1.61650 -0.20262 -0.67078  -0.1222
6 H -0.71438 -1.35262 -0.07761  0.1201
7 H 0.58414 1.10664 0.66411  0.1306
8 H 2.15090 0.48568 -1.32558  0.0768
9 H 2.36991 -0.57723 0.02808  0.0741
10 H 1.34866 -1.07911 -1.25479  0.0774

Values from the calculation:
LUMO level   1.075 eV
Structure (SMILES)   [H]/N=C/NC
HOMO level   -8.7 eV
Gap between HOMO and LUMO   9.756 eV

No. 6
Molecular formula: C2H6N2
Method: DFT, wB97M-V/def2-TZVPD

Last column: Löwdin charge in e.
Cartesian coordinates (Å):
1 C 0.14573 -1.21240 -0.05854  -0.3532
2 C -0.50547 1.18594 0.07145  -0.1454
3 N 1.62448 -0.88658 -0.03290  0.1234
4 N -0.25410 -0.07430 0.68167  -0.0222
5 H -0.09483 -1.14581 -1.13345  0.1099
6 H 0.06912 -2.03970 0.61984  0.0967
7 H -0.14005 2.04796 0.77320  0.1270
8 H -0.30076 1.18008 -0.91110  0.0293
9 H -1.55403 1.23562 0.08308  0.0661
10 H 1.86823 -1.10873 0.85554  -0.0316

Values from the calculation:
LUMO level (alpha / beta)   -0.127 / -0.253 eV
HOMO level (alpha / beta)   -9.8 / -9.2 eV
Gap between HOMO and LUMO (alpha / beta)   9.645 / 8.946 eV

No. 7
Molecular formula: C2H6N2
Method: DFT, wB97M-V/def2-TZVPD

Last column: Löwdin charge in e.
Cartesian coordinates (Å):
1 C 2.78515 0.08541 -0.45470  -0.1162
2 N 2.35958 0.35750 -1.46679  0.0489
3 H 3.04718 -0.09740 0.56984  0.0493
4 C -1.41877 -0.56001 0.21353  -0.2193
5 N -0.53780 0.56958 -0.01073  -0.0923
6 H -2.12743 -0.39741 1.06158  0.0635
7 H -0.77257 -1.49466 0.63665  0.1026
8 H -1.82763 -0.79099 -0.75434  0.0555
9 H -0.53649 1.14399 0.85534  0.0728
10 H -0.97121 1.18399 -0.65037  0.0353

Values from the calculation:
LUMO level   1.046 eV
Structure (SMILES)   C#N.CN
HOMO level   -9.3 eV
Gap between HOMO and LUMO   10.301 eV

No. 8
Molecular formula: C2H6N2
Method: DFT, wB97M-V/def2-TZVPD

Last column: Löwdin charge in e.
Cartesian coordinates (Å):
1 H 1.01405 1.93110 0.02960  -0.0037
2 N 0.06940 1.66088 -0.01356  0.0809
3 C 0.12054 0.33815 -0.08088  -0.5873
4 C -1.19414 -0.33535 -0.06211  -0.0628
5 N 1.21428 -0.44427 -0.01370  0.0994
6 H -1.20285 -1.39341 -0.33700  0.0726
7 H -1.40659 -0.32839 1.02033  0.0868
8 H -1.91071 0.42626 -0.47083  0.0984
9 H 1.07389 -1.47696 0.05894  0.1096
10 H 2.22214 -0.37801 -0.13080  0.1060

Values from the calculation:
LUMO level   0.859 eV
Structure (SMILES)   [H]/N=C(/C)N
HOMO level   -9.0 eV
Gap between HOMO and LUMO   9.814 eV

No. 9
Molecular formula: C2H6N2
Method: DFT, wB97M-V/def2-TZVPD

Last column: Löwdin charge in e.
Cartesian coordinates (Å):
1 C -3.02576 -0.20028 -0.84457  -0.1573
2 N -3.37546 0.38948 0.22323  -0.0034
3 H -3.83769 -0.48329 -1.53613  0.0601
4 H -2.01840 -0.67108 -1.04134  0.0690
5 H -3.05965 -0.01050 1.08586  0.0315
6 C 3.76231 0.03766 0.35482  -0.1327
7 N 2.48987 -0.21471 0.32523  0.0070
8 H 4.40332 -0.30754 1.24840  0.0836
9 H 4.12896 0.80719 -0.29269  0.0410
10 H 2.16331 0.41747 -0.36484  0.0012

Values from the calculation:
LUMO level   0.975 eV
Structure (SMILES)   C=N.C=N
HOMO level   -9.1 eV
Gap between HOMO and LUMO   10.117 eV

No. 10
Molecular formula: C2H6N2O
Method: DFT, wB97M-V/def2-TZVPD

Last column: Löwdin charge in e.
Cartesian coordinates (Å):
1 N -1.23812 -0.74094 -0.37040  -0.0100
2 C -0.61873 0.29700 0.46344  -0.2752
3 C 0.61677 0.92829 -0.15463  -0.1567
4 N 1.74465 0.35820 -0.38533  -0.0290
5 O 1.89150 -0.91663 0.09643  -0.0717
6 H -1.79338 -0.31853 -1.12263  0.0764
7 H -0.51202 -1.32822 -0.77239  0.0608
8 H -1.38172 1.06694 0.66197  0.1132
9 H -0.41019 -0.17225 1.44587  0.1066
10 H 0.56582 1.92443 -0.57968  0.1012
11 H 1.13544 -1.09830 0.71736  0.0844

Values from the calculation:
LUMO level   0.806 eV
Structure (SMILES)   NC/C=N\O
HOMO level   -9.7 eV
Gap between HOMO and LUMO   10.552 eV

No. 11
Molecular formula: C2H6N2O
Method: DFT, wB97M-V/def2-TZVPD

Last column: Löwdin charge in e.
Cartesian coordinates (Å):
1 N 0.58138 -1.61137 0.57917  0.0150
2 C 0.49788 -0.25175 0.77528  -0.1863
3 C 0.00064 0.68026 -0.04727  -0.5112
4 N -0.48818 0.47159 -1.30484  0.1020
5 O -0.01674 1.98768 0.33952  0.0279
6 H 0.57076 -2.13943 1.44898  0.0815
7 H -0.08166 -1.97133 -0.09818  0.0664
8 H 0.89615 0.05899 1.74033  0.1183
9 H -0.46219 -0.51523 -1.54603  0.0817
10 H -1.44015 0.82163 -1.38246  0.1020
11 H -0.05787 2.46897 -0.50449  0.1026

Values from the calculation:
LUMO level   0.891 eV
Structure (SMILES)   N/C=C(\N)O
HOMO level   -7.0 eV
Gap between HOMO and LUMO   7.880 eV

No. 12
Molecular formula: C2H6N2O
Method: DFT, wB97M-V/def2-TZVPD

Last column: Löwdin charge in e.
Cartesian coordinates (Å):
1 H -0.37108 -1.08005 1.50312  -0.0168
2 N -0.38875 -0.30539 0.97377  0.0953
3 C -0.08767 0.88158 1.37188  -0.3299
4 N -0.00307 1.97116 0.50591  0.0564
5 H 0.08231 1.24651 2.33236  0.0878
6 H -0.39775 2.82444 0.75308  0.0484
7 H -0.04809 1.78371 -0.53736  0.1229
8 C 0.27872 -1.86238 -1.72009  -0.1672
9 O 0.83594 -1.33091 -2.65801  -0.0373
10 H 0.92849 -2.18457 -0.91003  0.0602
11 H -0.82905 -1.94409 -1.61462  0.0802

Values from the calculation:
LUMO level   1.013 eV
Structure (SMILES)   [H]/N=C/N.C=O
HOMO level   -9.6 eV
Gap between HOMO and LUMO   10.643 eV

Maximum force, respectively: 4.123; 3.768; 2.197; 3.687; 1.284; 4.380; 3.385; 4.215; 2.908; 1.339; 2.611; 5.755 eV/A.
Relative energy (zero: lowest compared OMol25 entry of this formula, charge and spin), respectively: 672.01; 230.51; 43.88; 0.00; 126.30; 504.72; 197.26; 104.38; 341.44; 294.42; 157.70; 234.51 kJ/mol.